No. 1
The following is a quantum chemistry calculation of a 2-piece molecular cluster, C28H45FNO2Si2 overall in a non-equilibrium geometry, from the OMol25 dataset.

LUMO = -6.0 eV
total charge = +1
spin multiplicity = 1
molar mass = 502.8 Da
DFT total energy = -1977.73798 Ha
HOMO-LUMO gap = 4.77 eV

```
79
C28H45FNO2Si2 | the OMol25 dataset | ωB97M-V with the def2-TZVPD basis set
C -3.19307 0.31847 5.23268
C -2.15205 1.17956 4.50209
C -2.79154 2.49664 4.04537
C -0.96622 1.48345 5.43026
Si -1.56855 0.14160 2.99598
C -0.76352 -1.39945 3.62348
C -2.96833 -0.03801 1.79244
O -0.32727 1.01355 2.16621
N -0.00737 0.14554 1.06896
O -0.24825 0.85669 -0.09507
Si -0.26419 2.55192 -0.32877
C -1.29711 3.43325 0.93527
C 1.49730 3.15714 -0.29066
C -1.05911 2.64846 -2.08741
C -2.34261 3.48363 -2.01632
C -1.41273 1.23665 -2.58491
C -0.06090 3.30048 -3.05081
C 1.38523 -0.08600 1.13920
C 2.00318 -0.34650 -0.17215
C 2.07529 -0.00349 2.29452
H -2.75986 -0.61685 5.60958
H -3.59203 0.87137 6.09417
H -4.03980 0.06030 4.58292
H -2.06610 3.15746 3.55464
H -3.63588 2.33380 3.36252
H -3.17616 3.02593 4.92935
H -0.20200 2.09265 4.92807
H -1.32908 2.05764 6.29535
H -0.49263 0.56952 5.81201
H -1.51924 -2.02556 4.11942
H -0.34438 -1.96562 2.78163
H 0.04301 -1.19714 4.34049
H -3.74645 -0.67521 2.23902
H -3.42687 0.91662 1.50340
H -2.60180 -0.53261 0.88195
H -1.51125 4.45671 0.58951
H -2.25585 2.93417 1.12637
H -0.74433 3.51637 1.87970
H 1.50593 4.23491 -0.52171
H 1.91137 3.03237 0.72030
H 2.16042 2.65174 -1.00491
H -2.14602 4.51454 -1.69563
H -2.80378 3.52697 -3.01355
H -3.08032 3.04126 -1.33373
H -0.52440 0.59814 -2.69377
H -2.13530 0.73513 -1.92689
H -1.87666 1.30962 -3.58113
H 0.86903 2.72124 -3.13890
H -0.50756 3.35497 -4.05464
H 0.19582 4.32351 -2.74530
H 2.90391 -0.96175 -0.04869
H 1.30780 -0.87275 -0.82605
H 2.31488 0.58203 -0.66970
H 3.14271 -0.20233 2.26362
H 1.58626 0.26907 3.22408
F 6.18287 -0.11420 -3.23511
C 4.96970 -0.74566 -3.15117
C 3.82281 -0.02107 -3.47101
C 2.60261 -0.66465 -3.35427
C 2.49805 -1.99301 -2.83578
C 1.19599 -2.50908 -2.54583
C 0.75872 -3.85688 -2.68638
C -0.64846 -4.10957 -2.62517
C -1.14812 -5.40161 -2.60520
C -0.27407 -6.50087 -2.62384
C 1.10215 -6.27884 -2.76936
C 1.60865 -4.98733 -2.89181
C 3.70568 -2.67328 -2.51997
C 4.94082 -2.06941 -2.72611
H 3.88922 1.01220 -3.80128
H 1.68558 -0.14831 -3.65041
H 0.39054 -1.77656 -2.45240
H -1.32223 -3.25148 -2.58808
H -2.22453 -5.56607 -2.57040
H -0.66496 -7.51659 -2.54895
H 1.78560 -7.12909 -2.80248
H 2.65768 -4.84391 -3.14182
H 3.66025 -3.65659 -2.05374
H 5.86389 -2.60991 -2.53333
```

=====

No. 2
The following is a quantum chemistry calculation of C28H45IrN5P2S2 as an isolated structure, from the OMol25 dataset.

relative energy (zero: lowest compared OMol25 entry of this formula, charge and spin) = 13.8 kJ/mol
expectation value of S² = 6.0241
LUMO (spin up / spin down) = -3.7 / -6.5 eV
total charge = +1
spin multiplicity = 5
molar mass = 770.0 Da
DFT total energy = -2950.85344 Ha
HOMO-LUMO gap (spin up / spin down) = 7.00 / 4.89 eV

```
83
C28H45IrN5P2S2 | the OMol25 dataset | ωB97M-V with the def2-TZVPD basis set
Ir 1.13856 0.06583 0.11415
S 2.91802 0.75793 -1.34013
C 3.40141 2.16476 -0.52436
C 4.41298 2.94721 -1.15727
N 5.22429 3.56393 -1.69162
C 2.90517 2.61627 0.72913
S 1.71101 1.84568 1.62904
C 3.45254 3.81903 1.27406
N 3.87534 4.79589 1.70916
C -0.67620 -3.07932 -1.26863
C -0.68288 -2.16870 -2.50992
C -1.93184 -1.28715 -2.54068
C -2.28707 -0.73332 -1.15831
C -2.58530 -1.89177 -0.17061
C -2.06621 -3.24311 -0.67253
P -1.11840 0.55961 -0.54357
C -1.97601 1.40142 0.85830
C -1.63841 0.81019 2.24376
C -2.55693 1.38528 3.34336
C -3.12279 2.74316 2.94628
C -4.00173 2.61315 1.69422
C -3.50898 1.48967 0.76963
C -0.99442 1.74621 -1.95015
C -0.01569 2.91302 -1.65979
C -0.73694 4.24458 -1.47370
C -1.50496 4.64350 -2.74178
C -2.02647 3.40805 -3.49120
C -2.32815 2.28679 -2.50015
H -0.04719 -2.61836 -0.49762
H -0.23363 -4.04990 -1.50164
H -0.64867 -2.76390 -3.42377
H 0.22173 -1.54854 -2.51901
H -2.78639 -1.89050 -2.85789
H -1.84382 -0.49812 -3.28767
H -3.19570 -0.13504 -1.26538
H -3.66515 -1.95061 -0.02063
H -2.15553 -1.69050 0.81073
H -2.74771 -3.66038 -1.41765
H -2.05302 -3.95652 0.15304
H -1.56399 2.41839 0.81488
H -0.59605 1.00837 2.49686
H -1.74613 -0.27447 2.22121
H -1.99871 1.45880 4.27700
H -3.38224 0.69506 3.53608
H -2.29910 3.44012 2.76496
H -3.69849 3.17041 3.76722
H -4.01106 3.55819 1.14553
H -5.03579 2.41138 1.97893
H -3.87994 1.65292 -0.23873
H -3.91660 0.52617 1.09121
H -0.55641 1.11802 -2.73432
H 0.68644 2.99925 -2.49262
H 0.59317 2.69968 -0.77631
H -0.01455 5.01652 -1.20534
H -1.42413 4.17088 -0.62485
H -0.86544 5.23467 -3.39894
H -2.34229 5.28773 -2.46709
H -1.28204 3.05328 -4.21065
H -2.91579 3.65796 -4.06965
H -2.90366 1.48643 -2.96844
H -2.94218 2.69507 -1.69713
C 2.81628 -4.90209 1.02220
N 3.60073 -4.11647 0.06893
C 4.80817 -3.62421 0.73228
N 4.53123 -2.86305 1.95024
C 3.73896 -3.69419 2.85665
N 2.49699 -4.18296 2.25717
C 1.54771 -3.09783 2.03232
P 2.24657 -1.88255 0.83801
C 2.81760 -3.02083 -0.49599
C 3.87665 -1.59336 1.66489
H 3.39617 -5.78571 1.29093
H 1.89111 -5.22978 0.54480
H 5.37436 -3.00291 0.03663
H 5.42133 -4.48400 1.00506
H 3.50890 -3.12837 3.76075
H 4.34309 -4.55879 3.13427
H 1.34215 -2.58809 2.97684
H 0.60202 -3.49362 1.65609
H 3.43132 -2.45466 -1.20144
H 1.96253 -3.41692 -1.04509
H 3.70943 -1.04391 2.59468
H 4.50681 -0.97593 1.02069
```